# 1
DFT (ωB97M-V/def2-TZVPD) results for a cluster of 13 separate species, C59H126B3F21N7O9S3 in total in a non-equilibrium geometry.

Calculated values
Energy = -6750.7975 Ha
HOMO-LUMO gap = 7.2 eV
HOMO = -9.20 eV
E_LUMO = -2.0 eV
F_max = 3.332 eV Å⁻¹

ORCA input file:
```
! wB97M-V def2-TZVPD RIJCOSX def2/J DEFGRID3
* xyz 1 1
F -29.073 5.894 6.210
H -25.046 7.987 9.657
H -29.043 10.745 8.581
H -31.324 4.252 11.700
F -27.730 4.202 5.958
H -30.398 13.070 7.165
F -28.080 8.178 3.174
C -32.551 19.999 9.998
F -33.881 14.865 3.612
C -34.804 14.314 10.496
C -24.957 7.883 3.193
H -33.451 15.161 -0.606
H -31.114 11.508 5.596
H -31.474 15.052 9.040
N -25.069 9.513 11.094
C -31.697 13.921 1.337
H -23.870 6.763 12.012
F -33.248 13.229 5.200
C -31.351 10.708 6.298
C -32.719 4.933 1.907
F -34.416 8.909 9.280
C -30.563 3.959 9.130
H -22.300 11.400 3.522
H -29.793 12.537 9.534
B -33.167 14.631 4.842
C -22.515 10.603 2.815
F -28.215 10.526 3.519
H -33.629 4.671 2.451
C -30.514 14.589 9.309
S -26.704 6.067 7.713
N -30.930 11.162 7.650
H -33.378 5.562 9.499
H -32.393 8.972 2.479
H -31.459 20.479 12.070
H -26.678 9.483 12.486
F -36.085 14.071 10.269
C -27.714 5.551 6.166
H -26.996 10.896 10.049
H -34.792 17.515 9.869
C -24.050 9.001 12.071
C -32.736 4.680 9.451
F -35.487 7.065 9.306
H -30.410 6.900 2.983
H -29.224 4.715 13.558
C -31.552 4.053 2.262
C -24.819 9.053 9.782
H -30.463 3.205 9.912
F -27.270 6.086 5.004
C -32.256 19.802 12.418
C -32.169 17.776 11.012
H -33.111 19.578 9.160
H -31.747 5.982 11.551
H -30.851 19.059 13.891
H -29.017 12.802 2.971
H -31.813 3.002 2.345
C -34.338 18.994 11.328
H -24.430 6.926 3.116
S -34.009 13.157 11.771
H -32.920 17.115 11.430
H -32.845 12.705 -0.012
H -25.023 11.595 2.310
C -31.111 12.649 7.877
H -27.668 14.270 1.653
H -29.938 6.516 9.189
H -32.721 8.514 4.070
C -33.584 7.168 2.606
H -28.459 9.297 6.205
H -34.777 14.093 -0.104
H -34.964 9.734 2.204
C -24.835 11.187 3.316
H -34.178 7.221 1.685
C -24.457 7.548 12.506
H -32.863 21.041 10.101
N -32.854 19.179 11.159
C -31.643 10.419 8.645
C -31.067 5.188 11.212
C -28.834 12.995 0.251
C -31.457 3.324 8.052
C -30.669 9.418 6.031
H -31.776 6.538 4.178
H -35.174 19.187 9.365
H -25.700 10.840 3.883
H -35.286 9.124 3.750
H -30.765 12.181 -0.188
C -25.963 7.483 12.069
C -31.031 17.854 12.040
H -31.876 14.563 2.203
H -33.086 3.905 10.137
O -36.085 7.160 6.384
H -26.687 7.118 12.819
C -24.967 8.461 4.625
H -29.870 14.238 3.175
H -30.565 11.360 3.163
F -28.938 10.986 12.508
H -36.463 17.156 11.156
H -25.413 9.587 9.045
O -35.154 9.439 6.416
F -29.453 8.687 12.831
H -32.316 18.071 13.725
H -31.816 12.583 3.497
H -30.834 16.843 12.431
H -21.830 9.747 2.916
H -27.091 8.849 10.820
C -36.560 18.087 10.593
H -20.975 11.734 0.050
H -31.943 17.611 9.951
F -33.581 15.488 5.855
F -31.156 10.166 12.150
H -34.458 18.343 12.195
H -25.715 12.581 8.983
F -29.406 9.552 10.665
H -33.614 3.708 7.751
C -31.012 6.300 9.148
H -37.045 17.786 9.661
F -36.516 8.904 8.907
C -31.331 11.988 2.715
H -29.646 6.792 11.360
C -29.544 13.556 2.379
H -34.101 10.484 3.588
H -31.452 12.846 10.055
H -30.262 15.006 10.284
S -35.054 8.061 6.815
N -32.328 6.304 2.167
H -32.490 7.184 0.233
H -25.982 7.706 2.863
H -37.233 18.772 11.095
H -31.599 9.338 8.494
H -20.134 10.845 1.270
H -26.143 6.712 11.308
H -22.909 8.782 4.613
O -33.699 7.525 6.808
O -26.779 7.484 7.598
H -27.146 11.648 11.569
O -32.885 13.948 12.194
H -25.838 13.695 10.361
H -23.031 11.849 1.103
O -27.482 5.510 8.791
H -27.284 13.217 9.481
H -30.969 3.226 7.078
H -28.859 5.319 11.039
H -32.691 10.727 8.615
F -34.774 15.645 10.930
H -29.265 8.578 7.490
H -33.071 4.813 0.884
B -29.805 9.852 12.089
H -31.479 7.170 9.607
H -31.630 4.479 4.346
C -35.405 8.242 8.627
O -35.107 13.022 12.673
C -32.681 4.201 8.043
N -31.318 5.053 9.770
H -27.944 12.388 0.095
N -23.878 10.069 3.261
H -34.015 6.580 3.422
C -20.937 11.565 1.137
H -24.370 7.452 13.590
H -32.993 20.471 12.857
H -24.113 9.665 12.937
H -31.473 19.924 9.860
C -34.452 9.539 3.149
H -31.296 10.546 9.660
H -23.778 9.145 9.499
F -27.900 9.632 1.312
C -26.326 12.860 9.852
C -35.149 18.487 10.209
H -32.015 11.343 2.168
C -25.102 10.963 11.106
H -20.688 12.546 1.515
C -31.611 18.706 13.203
H -29.023 15.075 0.913
C -31.005 4.758 3.495
C -26.338 8.916 11.616
C -23.802 9.418 4.627
H -29.846 11.157 0.949
H -30.841 4.107 1.435
H -29.587 4.280 8.759
H -30.142 6.303 13.644
H -32.124 12.909 7.534
H -29.001 11.592 7.038
H -28.411 6.145 13.248
C -22.331 11.091 1.439
H -30.068 18.218 11.668
H -31.289 6.241 8.100
N -30.705 12.891 1.766
F -31.697 14.888 4.578
C -31.763 6.918 1.019
C -33.857 14.584 0.216
H -30.998 6.289 0.560
B -28.542 9.406 2.615
C -29.399 5.692 13.118
C -29.685 5.728 11.611
H -23.606 8.724 1.593
C -26.470 11.575 10.715
H -22.530 10.333 0.647
H -31.328 7.895 1.255
H -31.678 2.278 8.274
F -34.212 14.386 9.278
H -30.494 9.343 4.954
H -31.199 14.558 0.590
H -29.663 14.863 8.662
C -30.713 13.063 9.275
H -23.086 9.091 11.570
C -29.485 10.776 7.579
H -34.713 19.948 11.701
H -25.204 9.432 1.788
H -24.897 11.288 12.134
H -29.978 4.477 3.741
F -30.006 9.293 2.486
H -23.789 10.157 5.434
C -31.254 6.255 3.272
H -24.423 12.030 3.876
O -25.434 5.486 7.425
C -28.694 14.106 1.296
C -33.201 8.541 3.086
H -32.431 10.608 6.311
C -30.057 12.179 0.645
H -32.582 5.061 7.368
H -24.851 7.697 5.398
H -31.273 8.520 6.260
C -24.361 8.991 2.338
H -33.608 13.082 1.602
O -33.673 12.017 10.964
H -24.246 11.303 10.514
H -25.893 8.951 4.903
C -29.372 9.430 6.789
H -34.117 15.277 1.015
C -33.014 13.458 0.764
H -28.978 13.398 -0.754
*
```

Atom charges from the Mulliken analysis, given in e for atoms 1 to 4: number 1, F, carries 0.06; number 2, H, carries 0.38; number 3, H, carries 0.09; number 4, H, carries 0.42

# 2
DFT (ωB97M-V/def2-TZVPD) results for a structure of composition C17H24ClIN2NdO3P in a non-equilibrium geometry.

Calculated values
Energy = -2657.5866 Ha
Energy above the lowest of the compared OMol25 structures with the same formula, charge and spin = 0.00 kcal/mol
HOMO-LUMO gap (alpha / beta) = 6.8 / 7.4 eV
HOMO (alpha / beta) = -14.11 / -14.11 eV
E_LUMO (alpha / beta) = -7.3 / -6.7 eV
F_max = 5.003 eV Å⁻¹

ORCA input file:
```
! wB97M-V def2-TZVPD RIJCOSX def2/J DEFGRID3
* xyz 2 4
O -4.220 0.767 -4.850
I -1.946 1.912 -3.381
H 0.197 -1.185 -3.557
H 5.459 0.339 6.209
H 0.960 0.400 -3.455
H 0.374 0.596 6.841
H 1.988 -1.061 -3.793
H -1.883 0.352 1.933
H 3.152 0.777 -1.502
C 3.143 -0.315 -1.412
C 1.849 -2.747 -1.552
H -2.962 3.050 -6.622
C 0.140 0.543 2.889
C -3.054 0.253 4.731
C -0.539 -1.947 0.470
C -3.839 2.897 -5.978
C 3.431 -0.375 6.428
C -3.598 1.799 -4.958
C 2.846 1.132 4.137
N 0.526 0.401 4.198
O -0.382 -2.950 1.033
H -3.332 1.122 5.348
H 2.245 -3.060 -0.582
C 1.112 -0.666 -3.253
C 1.843 0.370 4.747
C 4.441 0.369 5.807
N -0.596 0.318 4.958
Nd -0.127 0.875 -0.206
H -3.758 0.219 3.891
H 3.640 -0.959 7.325
H 3.684 -0.788 -2.246
P 1.453 -0.991 -1.494
H 1.384 -1.004 6.372
C 4.142 1.117 4.660
Cl 1.050 2.915 -1.072
H 3.603 -0.589 -0.457
H -4.682 2.572 -6.605
C 2.146 -0.404 5.876
C -1.684 0.337 4.165
H -1.258 1.239 6.716
C -1.276 0.405 2.850
C -0.609 0.411 6.406
O 0.964 0.807 1.902
H 2.609 1.735 3.266
H 0.949 -3.331 -1.758
H -3.208 -0.657 5.332
H 4.929 1.685 4.170
H -4.110 3.844 -5.493
H -0.994 -0.526 6.826
H 2.604 -2.900 -2.342
*
```

Atom charges from the Mulliken analysis, given in e for atoms 1 to 4: number 1, O, carries -0.35; number 2, I, carries -0.06; number 3, H, carries 0.39; number 4, H, carries 0.40

> energy of number 1 (C59H126B3F21N7O9S3)?

-6750.7975 Ha